No. 1
A single C3H8N2O2 molecule in a non-equilibrium geometry, computed with ωB97M-V/def2-TZVPD.

Output
Max |F| ... 0.12401 Eh/bohr
SMILES ... NC(=O)NCCO
Spin multiplicity ... 1
Molar mass ... 104.11 g mol⁻¹
Relative energy (zero: lowest compared OMol25 entry of this formula, charge and spin) ... 45.01 kcal per mole
E_LUMO ... 0.67 eV

Geometry (Å):
1 N 0.2840 1.7332 -0.8028
2 C -0.9299 1.4538 -0.1216
3 O -1.3152 2.2588 0.7866
4 N -1.3381 0.2214 -0.1274
5 C -0.4880 -0.9757 -0.4419
6 C 0.5912 -1.3797 0.5464
7 O 1.9855 -0.8377 0.2056
8 H 0.9361 1.1174 -1.1305
9 H 0.5478 2.7208 -0.5398
10 H -2.1338 0.1282 0.5043
11 H -0.2717 -0.9142 -1.5569
12 H -1.1362 -1.8662 -0.3292
13 H 0.4060 -0.8014 1.5001
14 H 0.6371 -2.4558 0.4769
15 H 2.2253 -0.4029 1.0302

Here are the natural (NBO) charges for atoms 1 to 8, given in e:
1. N -0.876
2. C 0.769
3. O -0.690
4. N -0.625
5. C -0.265
6. C -0.103
7. O -0.745
8. H 0.401



No. 2
A single C4H8N2O molecule in a non-equilibrium geometry, computed with ωB97M-V/def2-TZVPD.

Output
Max |F| ... 0.02117 Eh/bohr
SMILES ... CN[C@H](C#N)CO
Spin multiplicity ... 1
Molar mass ... 100.12 g mol⁻¹
Relative energy (zero: lowest compared OMol25 entry of this formula, charge and spin) ... 42.43 kcal per mole
E_LUMO ... 0.84 eV

Geometry (Å):
1 C 1.3717 1.4317 -0.7557
2 N 0.9958 0.1836 -0.0940
3 C -0.3024 -0.3552 -0.4138
4 C -1.4254 0.5992 -0.1696
5 N -2.2813 1.3413 0.0688
6 C -0.5385 -1.6063 0.4427
7 O -0.4683 -1.3003 1.8180
8 H 0.6148 1.7352 -1.4897
9 H 1.4755 2.2584 -0.0430
10 H 2.3229 1.3172 -1.2881
11 H 1.0714 0.2440 0.9159
12 H -0.3385 -0.6358 -1.4748
13 H 0.2742 -2.3080 0.2409
14 H -1.4953 -2.0731 0.1741
15 H -1.2768 -0.8319 2.0683

Here are the natural (NBO) charges for atoms 1 to 8, given in e:
1. C -0.421
2. N -0.615
3. C -0.168
4. C 0.245
5. N -0.331
6. C -0.054
7. O -0.715
8. H 0.195